ORCA calculation (the ωB97M-V functional and the def2-TZVPD basis) on a structure of composition C25H40BrMgNOP2 in a non-equilibrium geometry.

```
71
Properties=species:S:1:pos:R:3:forces:R:3
C 0.227 -7.408 1.710 0.06 0.16 -0.02
C 0.908 -6.174 1.689 0.91 -0.84 0.30
C 2.201 -6.139 1.159 0.27 -0.11 -0.28
C 2.793 -7.304 0.667 -0.86 0.44 0.47
N 2.138 -8.461 0.706 0.29 -0.51 -0.18
C 0.899 -8.537 1.195 0.18 1.00 0.08
C 0.418 -4.827 2.031 -1.71 1.14 -2.21
C 0.017 -3.847 1.342 0.93 -2.08 -0.45
C -0.265 -2.585 0.803 -0.02 0.78 0.16
C -1.398 -2.366 0.007 -0.55 -0.17 0.53
C -1.982 -1.120 -0.031 0.25 -0.34 -0.46
C -1.391 0.019 0.547 1.02 -2.18 1.57
C -0.163 -0.153 1.227 -0.38 0.45 -0.71
C 0.435 -1.417 1.299 0.09 -0.68 -0.56
Mg 0.773 -2.780 2.976 0.08 -0.39 2.43
P -2.396 1.776 -1.737 0.41 0.56 -1.61
H 2.703 -5.180 1.050 0.10 -0.24 0.15
H -0.805 -7.518 2.045 0.33 0.18 0.10
H 3.800 -7.252 0.242 -0.36 -0.32 0.09
H 0.422 -9.526 1.168 0.17 0.53 0.06
H 1.495 -1.574 1.618 -0.52 0.99 -0.69
H -1.916 -3.220 -0.428 0.09 0.22 0.19
H 0.357 0.670 1.700 -0.13 0.20 -0.04
H -2.975 -1.119 -0.453 -0.07 0.45 -0.10
C -2.885 3.544 -1.848 -0.07 -0.09 0.65
C -2.414 4.423 -3.009 0.15 0.00 -0.19
H -2.549 3.979 -0.892 -0.20 -0.03 -0.26
H -3.984 3.506 -1.812 0.22 0.00 0.08
H -3.018 5.339 -3.012 0.12 -0.25 0.01
H -1.370 4.738 -2.880 -0.24 -0.24 -0.14
H -2.548 3.935 -3.982 0.11 0.14 0.19
C -0.790 1.394 -2.531 0.49 0.18 -0.03
C -0.618 0.048 -3.262 -0.13 0.03 -0.07
H -0.044 1.446 -1.712 -0.28 0.23 -0.45
H -0.583 2.219 -3.242 -0.03 -0.22 0.46
H 0.436 -0.050 -3.553 -0.25 0.05 0.10
H -0.861 -0.815 -2.631 -0.01 0.19 -0.11
H -1.206 -0.002 -4.187 0.05 0.00 0.32
C -3.695 0.737 -2.403 -0.51 -0.37 0.21
C -4.216 1.153 -3.776 -0.20 -0.02 -0.43
H -4.511 0.754 -1.667 0.07 0.01 -0.13
H -3.325 -0.296 -2.420 0.02 0.22 -0.09
H -4.973 0.423 -4.086 0.13 0.17 0.02
H -4.703 2.136 -3.765 0.21 -0.20 0.03
H -3.428 1.147 -4.540 -0.15 0.08 0.19
Br -2.579 1.368 1.021 0.04 1.21 0.48
P 2.869 2.633 1.309 0.85 1.74 0.05
C 1.740 2.826 -0.124 -0.17 -0.37 0.09
C 2.192 4.015 -0.972 -0.09 0.07 -0.28
H 0.724 2.969 0.257 -0.20 -0.03 -0.17
H 1.745 1.894 -0.697 0.15 0.03 -0.08
H 1.898 3.871 -2.014 -0.01 0.15 -0.01
H 1.742 4.950 -0.621 0.16 -0.12 -0.01
H 3.283 4.122 -0.935 -0.29 0.01 -0.07
C 1.801 3.257 2.684 -0.06 -0.38 -0.56
C 2.503 4.068 3.758 -0.26 -0.08 0.16
H 1.339 2.358 3.105 -0.47 0.26 0.24
H 1.049 3.890 2.191 -0.02 -0.27 0.20
H 1.726 4.574 4.331 0.14 0.13 0.20
H 3.044 3.418 4.445 0.22 0.13 -0.04
H 3.168 4.822 3.333 0.00 -0.16 0.07
C 3.136 0.865 1.594 -0.17 -0.44 0.20
C 4.625 0.593 1.392 0.03 -0.21 0.16
H 2.520 0.262 0.923 0.04 -0.10 -0.01
H 2.853 0.656 2.633 -0.03 -0.13 -0.03
H 4.895 -0.384 1.792 0.15 -0.05 -0.08
H 4.893 0.629 0.331 0.02 0.06 0.19
H 5.190 1.364 1.925 0.07 -0.25 -0.18
O -3.706 -1.286 2.474 0.14 0.87 -0.45
H -3.110 -0.507 2.429 -0.75 -0.83 0.36
H -4.548 -0.941 2.116 0.44 -0.34 0.41
```
Forces are in eV/Å.

## Properties
LUMO energy (spin up / spin down) (Ha): -0.2815 / -0.2771
Max |F| (eV/Å): 3.016
Energy above the lowest of the compared OMol25 structures with the same formula, charge and spin (kJ/mol): 330.24
Net charge: +2
HOMO (spin up / spin down) (Eh): -0.46022 / -0.46033
Energy (Ha): -4562.62010